[1]
15
Properties=species:S:1:pos:R:3:nbo_charge:R:1 method="wB97M-V/def2-TZVPD" gap_ev=9.678 total_energy_ev=-20577.2499 charge=0 smiles="CN=C(N)N.O=C=S" homo_ev=-8.9
H 0.331 2.791 0.179 0.38
C 0.529 -1.465 0.757 -0.46
H 1.398 -1.317 1.361 0.19
H 1.939 -0.424 -0.552 0.39
S -3.242 0.341 0.474 0.05
N 0.013 -0.144 0.781 -0.55
H -0.952 1.873 0.528 0.39
N 1.654 0.517 -0.808 -0.84
H 1.606 0.798 -1.770 0.40
H 0.021 -2.268 1.264 0.21
O -1.959 -1.172 -1.322 -0.48
C -2.417 -0.445 -0.528 0.42
N -0.124 1.947 -0.084 -0.85
H 0.677 -1.716 -0.239 0.18
C 0.527 0.685 -0.042 0.56

[2]
14
Properties=species:S:1:pos:R:3:nbo_charge:R:1 method="wB97M-V/def2-TZVPD" gap_ev="7.072 / 6.366" total_energy_ev=-18525.6807 charge=0 homo_ev="-8.3 / -7.9"
N 0.480 -1.315 3.036 -0.79
H -2.380 -0.949 -0.619 0.20
H 0.000 -1.551 3.853 0.38
C 0.628 -0.170 2.708 0.52
C -1.357 -1.246 -0.263 -0.48
H 1.624 1.178 -1.808 0.26
S -0.155 1.056 0.019 1.08
N -0.196 -0.401 -0.527 -0.66
H 1.598 2.499 -0.404 0.23
H 2.238 0.878 -0.259 0.26
N 0.642 0.942 2.313 -0.69
H -1.347 -1.567 0.877 0.24
C 1.474 1.503 -0.671 -0.77
H -1.256 -2.171 -0.791 0.21

[3]
14
Properties=species:S:1:pos:R:3:nbo_charge:R:1 method="wB97M-V/def2-TZVPD" gap_ev=7.665 total_energy_ev=-18525.5693 charge=0 homo_ev=-7.3
H 0.608 0.583 -1.712 0.21
S 3.237 0.320 0.196 0.01
C -1.257 0.487 0.987 -0.44
H -0.792 -2.084 0.142 0.22
N 1.140 -1.225 0.253 -0.26
H 0.198 1.786 -0.374 0.20
H -0.362 0.759 1.554 0.22
C 0.132 0.937 -0.876 -0.04
N -0.700 0.058 -0.300 -0.35
N 1.741 -0.160 0.071 -0.31
H 0.088 -1.369 -1.498 0.21
C -0.148 -1.276 -0.447 -0.09
H -1.822 1.346 0.792 0.21
H -2.061 -0.161 1.214 0.23

[4]
14
Properties=species:S:1:pos:R:3:nbo_charge:R:1 method="wB97M-V/def2-TZVPD" gap_ev=8.686 total_energy_ev=-18528.2389 charge=0 smiles="NN1C=NSCC1" homo_ev=-7.9
N -1.588 -0.688 -1.116 -0.64
H -1.563 -1.674 -0.999 0.35
C 0.740 -0.190 -0.499 -0.24
H -2.260 0.659 0.696 0.19
N -0.681 0.054 -0.382 -0.29
H 1.181 0.339 -1.338 0.20
H 1.272 -0.836 1.515 0.22
S 1.149 1.586 1.442 0.38
N -0.585 1.531 1.479 -0.63
C 1.504 -0.030 0.785 -0.59
H -1.408 -0.397 -2.057 0.35
C -1.184 0.783 0.673 0.26
H 2.535 0.150 0.464 0.25
H 0.887 -1.286 -0.662 0.19

[5]
14
Properties=species:S:1:pos:R:3:lowdin_spin:R:1 method="wB97M-V/def2-TZVPD" gap_ev="7.825 / 8.501" total_energy_ev=-9171.4044 charge=+1 homo_ev="-12.4 / -15.7" multiplicity=3
N -2.155 0.152 0.089 0.67
C 1.851 0.368 -0.076 0.03
C -1.752 -1.188 0.206 0.11
H -0.345 -2.294 -0.520 0.01
H 2.020 -0.114 -0.999 0.01
N -0.324 1.443 -0.107 0.09
N -0.582 -1.400 -0.217 0.24
H 2.528 -0.270 0.609 0.00
H 0.229 -0.180 1.295 0.01
H 2.290 1.412 -0.108 0.01
H 0.016 2.220 -0.893 0.00
C 0.496 0.498 0.426 0.20
H -2.610 -1.827 0.496 0.00
N -1.662 1.180 -0.201 0.60

[6]
15
Properties=species:S:1:pos:R:3:lowdin_spin:R:1 method="wB97M-V/def2-TZVPD" gap_ev="7.627 / 7.275" total_energy_ev=-11218.2079 charge=+1 homo_ev="-11.5 / -13.5" multiplicity=3
H 1.185 1.267 -0.245 0.01
N -1.085 1.635 -0.245 0.08
H -0.565 2.501 -0.247 0.00
H 3.807 -0.866 0.358 0.00
C -0.859 -1.880 -0.350 1.19
N 0.815 0.408 0.161 0.06
N -1.261 -0.703 -0.016 0.19
C -0.491 0.418 0.004 0.16
O -2.588 -0.319 0.558 0.11
H -1.692 -2.691 -0.407 0.08
H -2.027 1.757 0.130 0.00
H 3.247 0.409 -0.469 0.00
C 1.753 -0.674 0.426 0.09
N 2.981 -0.314 0.089 0.02
H -3.221 -0.948 0.254 0.00

[7]
15
Properties=species:S:1:pos:R:3:nbo_charge:R:1 method="wB97M-V/def2-TZVPD" gap_ev="7.536 / 7.540" total_energy_ev=-20006.9904 charge=+1 homo_ev="-13.3 / -13.3"
H -2.020 -3.781 0.375 0.38
N -1.994 -2.873 0.952 -0.35
H 0.970 1.789 -0.009 0.26
C 0.016 1.519 1.950 -0.62
H 0.885 1.604 2.492 0.27
N -0.946 -0.907 0.690 -0.02
N -1.422 -1.965 0.338 0.07
H 0.867 -1.352 -1.280 0.26
N -0.148 -0.045 -0.036 -0.08
H 0.752 0.535 -1.695 0.24
C 0.429 1.041 0.581 0.23
H -0.607 2.474 1.794 0.29
C 0.291 -0.399 -1.356 -0.43
H -0.598 -0.585 -1.958 0.25
S -0.914 0.126 2.714 0.26

[8]
15
Properties=species:S:1:pos:R:3:nbo_charge:R:1 method="wB97M-V/def2-TZVPD" gap_ev=7.652 total_energy_ev=-20009.1612 charge=+1 homo_ev=-12.9
N -1.627 -0.264 -0.824 -0.26
N 2.630 -0.211 -0.974 -0.74
C -1.702 -1.603 1.442 -0.87
H 2.975 -1.173 -0.823 0.42
H 1.322 2.332 -0.741 0.40
C -0.426 1.697 -0.391 0.30
H 3.399 0.396 -1.083 0.39
N 0.913 1.387 -0.735 -0.64
H -1.682 -0.561 1.757 0.25
H -2.408 -1.971 2.170 0.28
H -0.747 -2.056 1.697 0.27
N -1.353 0.835 -0.386 -0.14
H -0.549 2.724 -0.060 0.23
S -2.114 -1.595 -0.311 0.91
C 1.370 0.062 -0.736 0.18

[9]
15
Properties=species:S:1:pos:R:3:nbo_charge:R:1 method="wB97M-V/def2-TZVPD" gap_ev=8.871 total_energy_ev=-10668.7372 charge=0 homo_ev=-9.5
C 2.182 0.187 0.493 -0.63
H 3.066 0.683 -0.227 0.22
N -1.244 0.809 -0.404 -0.40
N -3.225 -0.529 0.231 0.06
N -2.316 -1.370 0.097 -0.15
H -2.931 1.365 0.438 0.35
H 1.151 0.304 -1.550 0.21
C 1.274 -0.459 -0.676 -0.27
N -2.696 0.755 -0.338 -0.33
H 1.690 0.896 1.185 0.20
H 2.838 -0.584 1.190 0.22
N 0.065 -1.151 -0.218 -0.43
C -1.085 -0.621 -0.151 0.41
H -0.941 0.978 0.857 0.33
H 2.175 -1.265 -0.929 0.21

[10]
15
Properties=species:S:1:pos:R:3:nbo_charge:R:1 method="wB97M-V/def2-TZVPD" gap_ev=9.962 total_energy_ev=-10669.1407 charge=0 homo_ev=-9.2
H 0.760 -2.423 -1.251 0.20
H -0.834 -1.302 -1.472 0.15
H 0.897 2.046 1.670 0.19
H -2.421 0.729 -1.494 0.43
H -1.606 -0.142 1.899 0.36
C -0.933 0.418 0.009 0.56
N 2.395 0.225 1.687 -0.63
N 0.978 -0.647 -0.289 -0.30
H 2.635 -0.663 1.184 0.38
N -1.905 0.092 0.884 -0.74
N 0.615 0.760 -0.018 -0.33
C 1.293 0.894 1.226 0.25
N -1.449 0.774 -1.175 -0.82
H -0.721 0.777 -1.988 0.39
C 0.295 -1.538 -0.872 -0.08

[11]
16
Properties=species:S:1:pos:R:3:nbo_charge:R:1 method="wB97M-V/def2-TZVPD" gap_ev="7.949 / 7.934" total_energy_ev=-12717.5851 charge=0 homo_ev="-7.8 / -7.8"
H -1.232 1.536 -1.961 0.24
N -0.847 1.949 2.142 -0.35
H -0.518 2.395 3.030 0.31
O -0.131 -0.628 -2.650 -0.57
C -0.838 1.046 -1.074 -0.73
N 1.172 -2.188 -0.889 -0.61
C 0.603 -0.642 0.776 0.56
H 0.420 -0.123 2.565 0.37
N 1.109 -0.754 1.859 -0.54
N -0.670 0.764 2.099 -0.26
H -1.642 0.818 -0.375 0.26
H -0.158 1.715 -0.547 0.25
H 1.887 -1.940 -1.568 0.37
N 0.515 -0.978 -0.513 -0.37
C -0.155 -0.216 -1.515 0.70
H 0.485 -2.754 -1.380 0.37

[12]
16
Properties=species:S:1:pos:R:3:lowdin_spin:R:1 method="wB97M-V/def2-TZVPD" gap_ev="3.511 / 7.228" total_energy_ev=-12158.7967 charge=-1 homo_ev="0.6 / -4.6" multiplicity=3
H -0.270 -0.084 -1.516 0.00
N 0.348 -0.420 0.960 0.08
H -0.959 -0.656 2.524 0.00
N 1.537 1.235 -0.479 0.26
H -0.671 -1.656 -2.047 0.00
N -0.938 -0.532 1.490 0.01
H -1.465 0.342 1.345 0.00
N -0.123 2.036 0.718 0.10
H -1.712 -0.998 -0.763 0.00
H 1.460 -1.113 -0.679 0.00
H 0.526 -2.345 0.169 0.00
C 0.479 -1.299 -0.165 0.01
C 0.572 0.981 0.402 0.22
N 1.427 2.542 -0.725 0.61
C -0.646 -1.025 -1.218 0.01
N 0.435 2.992 -0.016 0.67

[13]
12
Properties=species:S:1:pos:R:3:nbo_charge:R:1 method="wB97M-V/def2-TZVPD" gap_ev=9.903 total_energy_ev=-6759.9314 charge=0 smiles=NC1COC1 homo_ev=-8.9
H 0.451 -1.565 -0.952 0.16
H 0.718 1.583 -1.022 0.17
H 1.047 1.588 0.789 0.17
C 0.653 -1.064 -0.009 -0.08
O 1.725 -0.171 -0.100 -0.54
H -0.586 0.216 1.409 0.19
N -1.649 -0.141 -0.173 -0.81
H 1.059 -1.828 0.658 0.18
C 0.870 1.002 -0.089 -0.11
C -0.393 -0.058 0.403 -0.06
H -2.308 0.427 0.260 0.37
H -1.586 0.011 -1.174 0.36

[14]
12
Properties=species:S:1:pos:R:3:nbo_charge:R:1 method="wB97M-V/def2-TZVPD" gap_ev=10.085 total_energy_ev=-6759.8996 charge=0 smiles="C=NC.C=O" homo_ev=-9.4
H 0.672 -1.015 2.224 0.16
H 0.562 -1.018 0.196 0.14
O 0.615 0.762 -2.112 -0.50
H 2.219 1.837 -1.485 0.11
C -0.409 -0.948 2.413 -0.44
N -1.177 -0.920 1.171 -0.39
C 1.166 1.770 -1.785 0.29
H -0.992 -0.488 -0.806 0.19
H -0.636 -1.822 3.031 0.20
C -0.486 -0.721 0.121 -0.07
H 0.601 2.723 -1.700 0.10
H -0.610 -0.067 3.022 0.21

[15]
12
Properties=species:S:1:pos:R:3:nbo_charge:R:1 method="wB97M-V/def2-TZVPD" gap_ev="7.440 / 7.439" total_energy_ev=-6759.1239 charge=0 homo_ev="-7.7 / -7.7"
N 0.806 -0.114 0.564 -0.46
H 0.336 -0.213 -2.291 -0.03
C -0.758 0.062 0.619 0.52
H -0.192 -0.548 -1.881 0.02
H 1.220 -1.026 0.724 0.41
H -2.390 -1.276 0.512 0.22
C -1.316 -1.176 0.598 -0.67
H 2.586 0.764 0.018 0.20
C 1.519 0.868 0.182 0.03
O -1.092 1.241 0.577 -0.69
H -0.717 -2.079 0.653 0.19
H 0.972 1.794 0.012 0.24

[16]
12
Properties=species:S:1:pos:R:3:nbo_charge:R:1 method="wB97M-V/def2-TZVPD" gap_ev=9.588 total_energy_ev=-6757.8489 charge=0 homo_ev=-9.4
C -1.397 0.045 0.850 -0.08
H -0.145 1.564 0.705 0.36
H -1.583 0.083 -1.292 0.21
O 0.629 -0.007 -0.391 -0.49
H -1.876 -0.273 1.771 0.20
H 2.246 -0.779 -1.310 0.20
N -0.184 0.605 1.046 -0.32
H -2.726 -1.025 -0.403 0.20
C 2.017 -0.128 -0.458 -0.25
C -1.922 -0.307 -0.348 -0.35
H 2.525 0.835 -0.616 0.16
H 2.416 -0.614 0.445 0.18

[17]
12
Properties=species:S:1:pos:R:3:nbo_charge:R:1 method="wB97M-V/def2-TZVPD" gap_ev=9.503 total_energy_ev=-6760.5042 charge=0 smiles="C=CN.C=O" homo_ev=-8.5
H -1.552 -0.645 -0.076 0.20
C 1.270 -0.196 2.068 0.28
H 0.195 -0.490 -2.409 0.37
N -0.651 -0.779 -1.943 -0.81
H -0.625 -1.773 -1.812 0.37
C -0.566 1.167 -0.498 -0.54
C -0.953 -0.075 -0.776 0.02
H 2.236 -0.670 1.832 0.10
O 0.412 -0.801 2.639 -0.50
H -0.861 1.633 0.426 0.21
H 1.116 0.838 1.738 0.12
H -0.020 1.792 -1.192 0.19

[18]
12
Properties=species:S:1:pos:R:3:nbo_charge:R:1 method="wB97M-V/def2-TZVPD" gap_ev=7.459 total_energy_ev=-6758.1925 charge=0 homo_ev=-7.0
H -1.473 1.108 -0.666 0.19
C -1.057 0.625 0.226 -0.84
O 1.516 0.910 1.030 -0.68
C 1.264 0.434 -0.188 0.52
H 2.057 0.745 -0.873 0.17
N 0.644 -0.691 -0.568 -0.57
H -0.729 -1.444 0.855 0.19
H -1.304 -1.386 -0.816 0.17
H 0.956 -1.142 -1.419 0.40
H -1.772 0.756 1.050 0.19
C -0.717 -0.835 -0.059 -0.26
H 0.616 0.921 1.426 0.52